The following is a quantum chemistry calculation of the ion C3H8N5 with charge +1 at a distorted geometry, from OMol25.

Last column: natural (NBO) charge in e.
CARTESIAN COORDINATES (ANGSTROEM)
C: 0.621 1.617 -0.043  0.19
C: 0.733 -0.863 -0.090  0.45
C: 1.499 0.372 -0.456  -0.52
N: -0.632 1.621 -0.017  -0.10
N: -0.399 -1.098 -0.669  -0.78
N: 1.292 -1.708 0.812  -0.81
N: -2.663 0.630 -0.103  -0.44
N: -1.513 0.897 0.319  0.20
H: 1.180 2.469 0.465  0.25
H: 1.564 0.264 -1.525  0.29
H: 2.580 0.349 0.118  0.25
H: 2.264 -1.545 1.158  0.43
H: 0.622 -2.433 0.956  0.41
H: -3.055 1.093 -0.942  0.40
H: -3.330 0.334 0.565  0.42
H: -0.763 -2.002 -0.549  0.35

Forces on atoms 1 to 2 (eV/Å):
3.0 0.1 0.7
-0.6 -1.1 -0.1

HOMO ... -0.4826 Ha
Orbital gap ... 8.35 eV
SMILES ... [H]/N=C(\N)C/C=N\N=[NH2+]
Net charge ... +1
Largest force on an atom ... 4.46 eV/Å